Record 1
Below is an isolated molecule of C7H14 at a distorted geometry, with properties calculated with ωB97M-V with the def2-TZVPD basis set.

Calculated values
ΔE to the lowest compared entry with this formula, charge and spin, kcal/mol: 34.6
Maximum force, Eh/bohr: 0.0208
Frontier orbital gap, eV: 11.3
Molar mass, g/mol: 98.19
Lowest unoccupied orbital energy, eV: 1.16

The geometry in ORCA input format:
```
! RIJCOSX wB97M-V def2-TZVPD def2/J DEFGRID3
* xyz 0 1
C -1.11208 0.91756 -1.27226
C -0.97807 -0.02179 -0.07412
C -2.32437 -0.60638 0.34572
C 0.16495 -1.04312 -0.23829
C 1.33716 -0.55494 0.61046
C 2.62772 0.03057 0.16131
C 1.55610 0.89643 0.88618
H -1.51667 0.42297 -2.16464
H -1.77826 1.74832 -1.01380
H -0.13809 1.34125 -1.54690
H -0.60617 0.61723 0.75300
H -2.95372 0.18665 0.76570
H -2.86931 -1.05194 -0.49524
H -2.20269 -1.37958 1.11390
H -0.13281 -2.03137 0.13610
H 0.47031 -1.18579 -1.28390
H 1.47770 -1.12842 1.52540
H 3.55105 -0.41237 0.54481
H 2.72920 0.35857 -0.87026
H 1.13750 1.63491 0.20303
H 1.56055 1.26125 1.91380
*
```

***

Record 2
Below is C6H5Br2NO as an isolated structure at a distorted geometry, with properties calculated with ωB97M-V with the def2-TZVPD basis set.

Calculated values
ΔE to the lowest compared entry with this formula, charge and spin, kcal/mol: 54.7
Maximum force, Eh/bohr: 0.0881
Frontier orbital gap (spin up / spin down), eV: 8.4 / 8.4
Molar mass, g/mol: 266.92
Lowest unoccupied orbital energy (spin up / spin down), eV: -0.91 / -0.91

The geometry in ORCA input format:
```
! RIJCOSX wB97M-V def2-TZVPD def2/J DEFGRID3
* xyz 0 1
C -0.50566 -0.19120 -0.85623
C 0.89522 -0.49503 -0.68951
C -1.26137 0.13434 0.17624
C 1.60503 -0.18095 0.41895
C -0.77993 0.31611 1.52033
C 1.15214 0.67689 1.50508
N 1.32038 0.51866 2.85203
O 1.66928 -0.60197 3.22120
Br -0.97308 -1.38760 2.52598
Br 1.22426 2.64140 1.04409
H -1.08585 -0.32168 -1.83724
H 1.59503 -0.98126 -1.42619
H -2.28380 0.32138 -0.02256
H 2.61566 -0.50057 0.32345
H -1.08228 1.14238 2.21578
*
```

***

Record 3
Below is a 2-piece molecular cluster, C4H4N2O overall at a distorted geometry, with properties calculated with ωB97M-V with the def2-TZVPD basis set.

Calculated values
ΔE to the lowest compared entry with this formula, charge and spin, kcal/mol: 54.1
Maximum force, Eh/bohr: 0.0761
Frontier orbital gap, eV: 11.2
Molar mass, g/mol: 96.09
Lowest unoccupied orbital energy, eV: 0.53

The geometry in ORCA input format:
```
! RIJCOSX wB97M-V def2-TZVPD def2/J DEFGRID3
* xyz 0 1
C -0.92440 2.04007 0.01039
C -1.96483 -0.13163 0.28638
C 1.07934 -0.57917 -0.75594
C 1.33328 -0.94137 0.49849
N -0.28645 2.99699 -0.01655
N -1.80167 1.04496 0.05824
O -2.19103 -1.24729 0.45804
H 0.49968 -1.28698 -1.27747
H 1.64052 0.06658 -1.49787
H 0.78499 -1.71681 0.95039
H 1.83057 -0.24534 1.28592
*
```

***

Record 4
Below is C18H5Cl64N2O7S2 as an isolated structure at a distorted geometry, with properties calculated with ωB97M-V with the def2-TZVPD basis set.

Calculated values
Maximum force, Eh/bohr: 0.0415
Frontier orbital gap, eV: 8.8
Molar mass, g/mol: 2694.37
Lowest unoccupied orbital energy, eV: 1.36

The geometry in ORCA input format:
```
! RIJCOSX wB97M-V def2-TZVPD def2/J DEFGRID3
* xyz -1 1
O 0.76116 0.39932 2.32173
N -0.26582 0.86648 2.50138
O -1.03536 0.91757 1.27565
S -1.03358 2.42516 0.57759
O 0.03096 3.23704 1.09066
O -2.28111 3.00249 0.90446
N -0.94267 2.25792 -1.01034
S 0.42487 1.51982 -1.52857
O 0.23325 1.27133 -2.92268
O 0.74412 0.28745 -0.86985
C 1.79662 2.68401 -1.40978
C 2.67563 2.44330 -0.17639
O 3.22256 3.68212 0.26647
H 1.39526 3.68629 -1.38197
H 2.39930 2.51072 -2.29116
H 2.11375 2.03691 0.65282
H 3.52740 1.81217 -0.39308
H 2.53574 4.10167 0.78268
C -2.95188 1.12442 -5.14073
Cl -2.28490 -0.49383 -5.30750
Cl -2.10161 2.23593 -6.22828
Cl -4.68463 1.13830 -5.52671
Cl -2.67029 1.56501 -3.47435
C -4.29040 -1.29452 2.45025
Cl -6.01948 -1.14273 2.80821
Cl -3.70177 0.19457 1.72352
Cl -3.40417 -1.60536 3.94943
Cl -4.03762 -2.63984 1.32966
C 5.60995 2.46335 2.37933
Cl 3.85051 2.46934 2.44307
Cl 6.17136 3.86606 1.46662
Cl 6.25515 2.53397 4.03261
Cl 6.15409 0.98763 1.57669
C 1.80786 -1.28408 -6.33640
Cl 3.05133 -0.30395 -7.13612
Cl 2.54563 -2.75779 -5.70324
Cl 1.09795 -0.36738 -5.02190
Cl 0.55222 -1.71377 -7.50975
C -1.35641 -3.61454 -2.64472
Cl -0.32350 -5.02001 -2.34509
Cl -0.63444 -2.17788 -1.92325
Cl -1.52052 -3.37437 -4.38986
Cl -2.95416 -3.89462 -1.93788
C 6.15986 -5.22076 -4.41691
Cl 4.40492 -5.26783 -4.24918
Cl 6.64505 -3.78633 -5.33349
Cl 6.89842 -5.16443 -2.81321
Cl 6.70675 -6.67152 -5.26757
C 10.01076 -0.63708 3.27638
Cl 8.87447 0.64614 3.69504
Cl 11.31871 0.03037 2.29310
Cl 10.68237 -1.33686 4.75537
Cl 9.16635 -1.89024 2.36148
C -5.85762 -3.90511 6.26055
Cl -6.55909 -5.29018 7.11013
Cl -6.04263 -4.12828 4.52017
Cl -6.68955 -2.42733 6.75596
Cl -4.14298 -3.77680 6.66342
C 0.72343 -0.23019 6.23216
Cl 0.52705 0.81543 7.64957
Cl 2.41010 -0.19574 5.71128
Cl 0.27840 -1.89159 6.66423
Cl -0.30940 0.33939 4.91889
C -5.83232 4.71041 0.98427
Cl -4.62679 5.73085 0.19600
Cl -5.12343 3.14976 1.36505
Cl -6.38194 5.49530 2.47818
Cl -7.21552 4.48314 -0.09922
C -8.33754 6.49522 6.13818
Cl -7.12597 6.94484 4.93630
Cl -9.51504 7.80415 6.30725
Cl -9.16128 5.02635 5.61175
Cl -7.54860 6.20813 7.69350
C 1.29076 -1.28747 -11.87578
Cl 2.32063 -2.55461 -12.55627
Cl 1.88194 -0.84189 -10.27706
Cl 1.32139 0.12717 -12.93752
Cl -0.36729 -1.88639 -11.74338
C 6.47791 0.82075 7.98580
Cl 6.94128 2.24002 8.93354
Cl 7.49947 0.71315 6.54871
Cl 6.68541 -0.63574 8.96675
Cl 4.78844 0.96644 7.49437
C -1.10923 -9.01461 -4.01301
Cl -1.61684 -7.37807 -4.42232
Cl -1.99757 -9.56966 -2.58947
Cl -1.44040 -10.09751 -5.37220
Cl 0.62399 -9.02204 -3.66428
C 5.04133 0.14400 -2.98935
Cl 3.28870 0.15861 -2.86952
Cl 5.58142 1.57585 -3.87696
Cl 5.72877 0.17145 -1.35920
Cl 5.57926 -1.32138 -3.83192
C -10.66239 2.92158 2.02492
Cl -10.74019 2.49354 3.74078
Cl -9.84809 4.47353 1.83554
Cl -9.76377 1.67836 1.15200
Cl -12.30421 3.03007 1.37400
*
```

***

Record 5
Below is C20H29AsN2O3RuS5 as an isolated structure, with properties calculated with ωB97M-V with the def2-TZVPD basis set.

Calculated values
ΔE to the lowest compared entry with this formula, charge and spin, kcal/mol: 0.0
Maximum force, Eh/bohr: 0.0135
Frontier orbital gap (spin up / spin down), eV: 5.6 / 5.7
Molar mass, g/mol: 681.79
Lowest unoccupied orbital energy (spin up / spin down), eV: -7.89 / -7.82

The geometry in ORCA input format:
```
! RIJCOSX wB97M-V def2-TZVPD def2/J DEFGRID3
* xyz 2 1
Ru -0.75424 -0.27876 0.47181
C 2.01311 3.40710 -0.76245
N 1.29213 3.47352 0.51050
C 1.49470 4.68179 1.31586
C 0.59918 2.44048 0.94744
O 0.52526 1.37667 0.27868
C -0.10139 2.58123 2.28963
O -0.66254 1.34567 2.66661
C -1.96997 1.41269 3.18492
C -2.96832 1.27186 2.03376
O -2.52103 1.01327 0.89304
N -4.25504 1.44181 2.26875
C -5.23720 1.37113 1.18578
C -4.79669 1.78400 3.58312
H 1.90811 4.36245 -1.27063
H 1.59635 2.62065 -1.37978
H 3.07141 3.21059 -0.58685
H 1.74494 5.49782 0.64467
H 2.31490 4.54776 2.02211
H 0.59137 4.95927 1.85271
H -0.86794 3.35576 2.18835
H 0.61529 2.90556 3.04807
H -2.13269 2.34607 3.72665
H -2.08996 0.58758 3.88880
H -4.73141 1.22998 0.23824
H -5.80657 2.29966 1.16067
H -5.92111 0.54290 1.36902
H -4.09832 1.54998 4.38021
H -5.70033 1.19991 3.74658
H -5.05504 2.84267 3.62469
S -1.68998 -6.86186 3.11133
C -1.49848 -5.40031 2.50861
S -2.48590 -4.73937 1.19445
C -1.76293 -3.17927 1.13906
C -0.68787 -2.94463 2.07307
S 0.01682 -1.44738 2.12220
S -0.29199 -4.24935 3.12090
S -2.25989 -1.92213 0.19022
C -0.11162 -2.51578 -2.40853
As 0.73214 -1.44139 -1.04447
C 1.99350 -2.70182 -0.29504
C 1.85602 -0.18419 -2.02925
C 2.65297 -0.85898 -3.10861
C 3.89313 -1.42572 -2.82549
C 4.61361 -2.07253 -3.81898
C 4.10066 -2.15859 -5.10553
C 2.87022 -1.58704 -5.39849
C 2.15028 -0.94129 -4.40446
H 0.66748 -2.90672 -3.06025
H -0.80983 -1.92001 -2.99430
H -0.64767 -3.34032 -1.94230
H 2.54658 -3.16375 -1.11025
H 1.47292 -3.47631 0.26422
H 2.68200 -2.18344 0.37129
H 2.48855 0.29273 -1.28091
H 1.18466 0.56993 -2.44080
H 4.31236 -1.34060 -1.82886
H 5.58065 -2.50086 -3.59079
H 4.66438 -2.65895 -5.88133
H 2.47501 -1.63578 -6.40445
H 1.19523 -0.48537 -4.64316
*
```

***

- Number 1 is which compound?
  C7H14

***

- Which formula does entry 3 have?
  C4H4N2O

***

- What is the formula in the fourth record?
  C18H5Cl64N2O7S2